Entry 1:
{
  "formula": "C3H10NOS",
  "method": "ωB97M-V/def2-TZVPD",
  "spin_multiplicity": 2,
  "lumo_ha": [0.0308, -0.0775],
  "de_lowest_kj_mol": 11.4,
  "homo_energy_ev": [-9.544, -9.177],
  "gap_ev": [10.381, 7.068],
  "species": ["C", "C", "S", "C", "N", "H", "H", "H", "H", "H", "H", "H", "H", "H", "H", "O"],
  "coordinates": [[0.2752, 0.0658, 0.8230], [-1.1262, 0.1759, 1.3718], [-2.3211, 0.3414, 0.0516], [0.5128, -1.2377, 0.0727], [1.9460, -1.3923, -0.2433], [0.4819, 0.9284, 0.1948], [0.9607, 0.0723, 1.6726], [-1.3474, -0.6935, 1.9886], [-1.1620, 1.0981, 1.9528], [0.1279, -2.1019, 0.6141], [-0.0427, -1.1967, -0.8739], [2.0738, -1.6586, -1.2088], [2.3376, -2.1363, 0.3168], [-0.4005, 2.6528, -2.8332], [-1.2083, 2.1583, -1.6606], [-1.1077, 2.9241, -2.2389]],
  "forces_ev_per_angstrom": [[0.340, -0.528, 0.402], [0.065, -0.052, -0.333], [-0.254, 0.069, -0.020], [0.326, 0.391, -0.873], [-0.307, -0.125, 0.108], [0.228, -0.001, -0.112], [0.160, 0.176, 0.002], [-0.217, 0.145, 0.213], [-0.348, -0.010, 0.199], [-0.107, 0.031, 0.248], [-0.040, -0.064, 0.133], [0.035, -0.022, -0.030], [0.162, 0.032, 0.016], [-0.018, 0.153, -0.075], [-0.228, -0.016, 0.164], [0.204, -0.179, -0.043]],
  "mulliken_spin": [0.012, -0.039, 0.983, 0.014, 0.004, 0.002, 0.000, -0.007, 0.048, -0.008, -0.005, 0.001, 0.000, 0.000, -0.003, 0.000]
}

Entry 2:
{
  "formula": "C2H6O2",
  "method": "ωB97M-V/def2-TZVPD",
  "spin_multiplicity": 2,
  "lumo_ha": [-0.1623, -0.3656],
  "de_lowest_kj_mol": 507.4,
  "homo_energy_ev": [-17.006, -16.983],
  "total_charge": 1,
  "gap_ev": [12.589, 7.035],
  "species": ["O", "C", "C", "H", "H", "H", "H", "H", "H", "O"],
  "coordinates": [[0.0407, -0.1619, -1.8651], [-0.9970, -0.1096, 0.5028], [-1.3107, 0.7696, 1.3140], [-0.5845, -0.4384, -1.0664], [-1.5733, 1.0472, 2.3237], [0.9626, -0.2368, -1.4641], [-2.2255, 0.1741, 0.6664], [0.7704, -0.5294, 0.6246], [2.2843, -0.7939, 0.7355], [1.6261, -0.2645, 0.2673]],
  "forces_ev_per_angstrom": [[0.101, 0.257, -0.504], [-0.680, 0.492, -1.283], [-0.306, -0.727, 1.356], [-0.097, -0.310, 0.529], [0.022, 0.734, -0.187], [0.295, -0.085, 0.362], [-0.096, -0.078, -0.051], [0.477, -0.260, 0.358], [0.152, 0.062, -0.138], [0.130, -0.085, -0.442]],
  "mulliken_spin": [0.955, 0.021, 0.030, -0.010, 0.001, -0.015, 0.005, 0.006, 0.000, 0.006]
}

Entry 3:
{
  "formula": "C26H46O8",
  "method": "ωB97M-V/def2-TZVPD",
  "spin_multiplicity": 1,
  "smiles": "C#CCc1cccc2c1C(=O)C=C(C)C2=O.CCO.CCO.CCO.CCO.CCO.CCO",
  "lumo_ha": -0.0500,
  "de_lowest_kj_mol": 1049.0,
  "homo_energy_ev": -9.159,
  "gap_ev": 7.798,
  "species": ["C", "C", "C", "C", "C", "C", "C", "C", "C", "C", "O", "C", "C", "C", "C", "O", "H", "H", "H", "H", "H", "H", "H", "H", "H", "H", "C", "C", "O", "H", "H", "H", "H", "H", "H", "C", "C", "O", "H", "H", "H", "H", "H", "H", "C", "C", "O", "H", "H", "H", "H", "H", "H", "C", "C", "O", "H", "H", "H", "H", "H", "H", "C", "C", "O", "H", "H", "H", "H", "H", "H", "C", "C", "O", "H", "H", "H", "H", "H", "H"],
  "coordinates": [[4.5252, -2.1604, 1.7736], [4.0685, -1.4078, 0.7693], [3.3944, -0.3966, -0.2986], [2.8300, 0.8365, 0.5428], [3.9036, 1.7322, 1.2763], [3.4632, 2.9390, 2.1657], [1.9330, 3.2160, 2.2906], [0.8749, 2.3363, 1.5303], [1.3104, 1.1145, 0.6251], [0.1548, 0.3080, -0.1004], [0.2409, -0.3295, -1.1835], [-1.2990, 0.3568, 0.6042], [-1.7177, 1.4469, 1.4364], [-3.2107, 1.4318, 2.0600], [-0.6937, 2.6634, 1.7090], [-1.1208, 3.7983, 2.0812], [4.6694, -2.5257, 2.8524], [4.1898, -0.0048, -1.0413], [2.6235, -0.9533, -0.9250], [5.0084, 1.4594, 1.1451], [4.2857, 3.5250, 2.6932], [1.6332, 4.0904, 2.9765], [-2.0319, -0.4914, 0.3900], [-3.6573, 0.3897, 1.9261], [-3.8249, 2.2000, 1.4515], [-3.2018, 1.7527, 3.1631], [0.9827, -0.1187, -4.9462], [1.3819, -1.5464, -4.6304], [2.2550, -1.5754, -3.5091], [1.8669, 0.4890, -5.1569], [0.3151, -0.0818, -5.8107], [0.4771, 0.3395, -4.0912], [1.9057, -1.9937, -5.4781], [0.5018, -2.1580, -4.4069], [1.7810, -1.1864, -2.7616], [5.2717, -5.9018, -0.9227], [6.5711, -5.1621, -0.6737], [6.4345, -3.7948, -1.0374], [4.9860, -5.8315, -1.9759], [5.3651, -6.9567, -0.6519], [4.4569, -5.4599, -0.3415], [7.3767, -5.5927, -1.2724], [6.8567, -5.2186, 0.3818], [5.7296, -3.4113, -0.4937], [-6.8923, -2.2479, 1.4271], [-6.8619, -0.7596, 1.7131], [-5.7863, -0.1459, 1.0117], [-5.9497, -2.7148, 1.7248], [-7.7110, -2.7322, 1.9647], [-7.0160, -2.4338, 0.3561], [-6.7165, -0.5782, 2.7801], [-7.7989, -0.2837, 1.4064], [-5.9261, -0.3025, 0.0679], [-6.8224, 4.7479, 3.8459], [-5.5292, 4.1937, 3.2812], [-5.6493, 2.7902, 3.0713], [-7.0700, 4.2568, 4.7911], [-6.7446, 5.8241, 4.0178], [-7.6550, 4.5605, 3.1615], [-4.7041, 4.3632, 3.9773], [-5.2816, 4.6717, 2.3295], [-6.3749, 2.6492, 2.4483], [-5.4748, 8.6585, 1.2645], [-5.0937, 7.2909, 1.7952], [-5.6879, 6.2716, 0.9988], [-6.5611, 8.7816, 1.2662], [-5.0292, 9.4507, 1.8709], [-5.1419, 8.7785, 0.2293], [-5.4467, 7.1673, 2.8208], [-4.0074, 7.1567, 1.7853], [-5.3637, 6.3825, 0.0949], [7.9158, -6.7266, -4.7790], [8.2998, -8.1401, -4.3883], [7.6804, -8.4952, -3.1581], [8.2164, -6.0187, -4.0020], [8.3900, -6.4391, -5.7206], [6.8311, -6.6367, -4.8897], [9.3810, -8.2202, -4.2576], [7.9910, -8.8556, -5.1572], [6.7242, -8.4306, -3.2841]],
  "forces_ev_per_angstrom": [[-3.273, 5.011, -5.003], [1.892, -3.462, 5.286], [1.118, -0.446, 0.891], [-0.764, 1.864, 1.077], [-3.827, 0.928, 0.534], [-2.445, -3.306, -2.514], [1.177, -2.243, -1.759], [2.420, -0.250, 0.121], [2.253, 2.348, 1.983], [-1.257, -0.673, -0.998], [0.469, 1.904, 3.397], [0.449, 2.557, 1.499], [0.792, -2.129, -1.192], [1.253, 0.785, -0.793], [-0.848, 1.572, 0.730], [1.810, -4.357, -1.350], [-0.090, 0.550, -2.496], [-1.149, -0.752, 1.336], [0.927, 0.847, 1.240], [-1.901, 0.434, 0.260], [-1.581, -0.739, -0.749], [0.142, -1.666, -1.389], [1.312, 1.284, 0.118], [0.651, 1.609, 0.206], [0.896, -1.332, 1.227], [-0.005, -0.477, -1.805], [-0.052, 0.143, -0.121], [-0.126, 0.263, 0.300], [0.242, -0.118, 0.102], [-0.042, -0.114, -0.055], [0.006, 0.052, 0.048], [-0.066, -0.096, -0.059], [0.077, -0.029, 0.188], [-0.069, -0.004, -0.181], [-0.118, -0.020, -0.176], [-0.065, -0.200, -0.050], [-0.361, 0.220, 0.083], [0.070, 0.166, -0.044], [0.099, -0.014, 0.057], [-0.056, 0.031, 0.007], [0.068, -0.066, 0.053], [-0.026, 0.168, 0.022], [0.057, -0.209, 0.006], [0.206, -0.055, -0.101], [-0.021, -0.144, 0.077], [-0.023, -0.213, -0.299], [0.057, 0.158, -0.088], [-0.093, 0.073, 0.061], [0.039, -0.024, -0.075], [-0.113, 0.014, 0.057], [0.123, 0.133, -0.147], [-0.107, -0.069, 0.150], [0.051, 0.043, 0.219], [-0.039, 0.052, 0.142], [-0.231, 0.019, -0.238], [-0.125, -0.250, 0.132], [0.093, 0.073, -0.030], [-0.113, -0.052, 0.003], [0.077, 0.132, -0.052], [-0.023, -0.228, -0.029], [-0.011, 0.022, 0.286], [0.217, 0.004, 0.109], [-0.079, 0.146, 0.061], [0.108, 0.197, -0.390], [-0.122, -0.020, -0.231], [0.091, -0.027, 0.086], [-0.017, -0.003, -0.084], [0.095, 0.031, 0.086], [-0.007, -0.138, -0.155], [0.024, 0.097, 0.168], [-0.094, -0.038, 0.209], [0.085, 0.135, -0.050], [-0.379, 0.169, -0.032], [-0.004, -0.133, 0.188], [0.048, -0.080, -0.078], [-0.075, 0.033, 0.031], [0.054, -0.034, -0.102], [-0.133, -0.090, 0.147], [0.153, 0.043, -0.131], [0.231, -0.009, 0.059]],
  "mulliken_charge": [-0.355, -0.308, 0.139, 0.534, -0.392, -0.524, -0.585, 0.054, 0.187, 0.313, -0.485, -0.769, 0.775, -0.846, 0.271, -0.571, 0.328, 0.360, -0.149, 0.353, 0.325, 0.329, 0.302, 0.265, 0.154, 0.278, -0.941, -0.209, -0.462, 0.259, 0.350, 0.235, 0.280, 0.251, 0.244, -0.950, -0.165, -0.489, 0.216, 0.300, 0.381, 0.211, 0.246, 0.204, -1.150, -0.169, -0.398, 0.287, 0.353, 0.323, 0.287, 0.280, 0.231, -1.277, -0.090, -0.410, 0.362, 0.338, 0.348, 0.304, 0.252, 0.228, -1.178, -0.040, -0.526, 0.298, 0.344, 0.324, 0.216, 0.223, 0.292, -0.932, -0.230, -0.507, 0.209, 0.335, 0.312, 0.285, 0.245, 0.286]
}

Entry 4:
{
  "formula": "C2H14O5",
  "method": "ωB97M-V/def2-TZVPD",
  "spin_multiplicity": 1,
  "smiles": "CO.CO.O.O.O",
  "lumo_ha": 0.0120,
  "de_lowest_kj_mol": 92.5,
  "homo_energy_ev": -10.247,
  "gap_ev": 10.574,
  "species": ["C", "O", "H", "H", "H", "H", "C", "O", "H", "H", "H", "H", "O", "H", "H", "O", "H", "H", "O", "H", "H"],
  "coordinates": [[-0.0316, -2.4562, -0.9157], [0.4554, -1.1401, -1.2296], [-0.7095, -2.4788, -0.0450], [-0.5359, -2.8270, -1.8180], [0.8613, -3.0970, -0.7140], [0.7852, -0.6996, -0.4542], [-0.1637, 2.3308, -1.1592], [-0.2370, 1.9727, 0.2452], [0.4502, 3.2207, -1.3224], [0.4115, 1.5888, -1.7517], [-1.1758, 2.4531, -1.5719], [0.6993, 1.6989, 0.5126], [-0.0407, -0.8039, 2.1076], [-0.8616, -0.5979, 1.5989], [-0.2901, -0.6261, 3.0121], [-2.2514, 0.1494, 0.1825], [-1.8703, -0.4284, -0.5081], [-1.4973, 0.7773, 0.2805], [1.8232, 0.5092, 0.8788], [1.4097, -0.0987, 1.4976], [2.7691, 0.5529, 1.1740]],
  "forces_ev_per_angstrom": [[1.154, 0.069, -0.021], [-1.011, -0.523, -0.635], [0.204, 0.031, -0.358], [0.078, 0.105, 0.372], [-0.830, 0.120, -0.019], [0.410, 0.155, 0.586], [0.778, -0.401, -0.050], [1.271, 0.180, -0.790], [-0.465, 0.430, 0.332], [-0.706, -0.178, 0.375], [0.424, -0.040, 0.302], [-1.576, 0.269, -0.282], [-0.823, -0.173, -0.413], [0.424, -0.091, 0.141], [-0.026, 0.027, 0.437], [1.051, -0.624, -0.223], [-0.509, 0.195, 0.228], [-0.381, 0.385, 0.046], [2.549, 0.310, 0.100], [-0.779, -0.308, 0.516], [-1.235, 0.063, -0.644]],
  "mulliken_charge": [-0.612, -0.473, 0.292, 0.234, 0.248, 0.301, -0.612, -0.608, 0.310, 0.252, 0.270, 0.389, -0.669, 0.353, 0.281, -0.723, 0.327, 0.438, -0.682, 0.408, 0.275]
}

Entry 5:
{
  "formula": "C15H13BaN2O4",
  "method": "ωB97M-V/def2-TZVPD",
  "spin_multiplicity": 1,
  "lumo_ha": 0.0727,
  "de_lowest_kj_mol": 88.6,
  "homo_energy_ev": -1.768,
  "total_charge": -1,
  "gap_ev": 3.746,
  "species": ["Ba", "O", "C", "O", "C", "C", "C", "C", "C", "N", "C", "O", "O", "H", "H", "H", "H", "C", "C", "C", "C", "C", "C", "C", "C", "N", "H", "H", "H", "H", "H", "H", "H", "H", "H"],
  "coordinates": [[0.3904, -1.8004, -1.7142], [4.3640, -1.7077, 1.1961], [3.2667, -2.0637, 0.5142], [3.2234, -2.2243, -0.6768], [2.0734, -2.2442, 1.4417], [2.1320, -2.0222, 2.8007], [0.9447, -2.1958, 3.5202], [-0.1947, -2.5932, 2.8618], [-0.1503, -2.8114, 1.4806], [0.9744, -2.6345, 0.8051], [-1.4134, -3.2700, 0.7072], [-2.3142, -3.7667, 1.3708], [-1.3217, -3.0393, -0.5292], [5.0784, -1.5589, 0.5601], [3.0389, -1.7063, 3.2917], [0.9413, -2.0109, 4.5870], [-1.1433, -2.7561, 3.3550], [-2.5609, 0.0864, -1.8685], [-1.9953, 1.4566, -1.6611], [-2.7933, 2.5722, -1.7858], [-2.2905, 3.8650, -1.5972], [-0.9402, 3.9826, -1.2750], [-0.1002, 2.8946, -1.1429], [1.3505, 3.0592, -0.8053], [-0.5689, 1.5492, -1.3374], [0.1628, 0.4526, -1.2923], [-3.6261, 0.0990, -2.1114], [-2.4109, -0.5445, -0.9851], [-2.0604, -0.4385, -2.7048], [-3.8431, 2.4312, -2.0389], [-2.9248, 4.7374, -1.6950], [-0.5140, 4.9735, -1.1215], [1.6251, 4.1085, -0.6657], [1.9864, 2.6217, -1.5841], [1.6140, 2.4991, 0.1000]],
  "forces_ev_per_angstrom": [[0.596, 1.019, -1.041], [0.249, 0.031, -0.171], [-0.849, -0.059, 0.827], [0.217, 0.061, -0.076], [0.645, -0.025, -0.471], [-0.385, 0.007, 0.173], [0.361, 0.088, -0.007], [-0.266, -0.152, -0.170], [-0.043, -0.118, 0.528], [-0.171, -0.078, 0.104], [0.500, 0.304, 0.264], [-0.092, -0.068, -0.006], [-0.858, -0.737, 0.231], [-0.049, -0.004, -0.066], [0.062, 0.010, -0.083], [-0.064, -0.015, 0.000], [0.047, 0.016, 0.068], [0.130, -0.142, -0.098], [0.254, 0.072, 0.053], [0.002, 0.134, 0.016], [-0.059, -0.133, -0.018], [0.068, 0.150, 0.028], [0.302, -0.109, 0.144], [0.154, -0.072, 0.021], [-1.014, -0.231, -0.383], [0.476, -0.301, 0.061], [-0.021, 0.099, 0.071], [-0.017, -0.018, -0.015], [0.005, 0.104, 0.050], [-0.006, 0.045, 0.005], [-0.004, 0.008, 0.000], [-0.026, 0.009, -0.003], [-0.041, 0.027, -0.017], [-0.031, 0.049, -0.035], [-0.070, 0.030, 0.014]],
  "mulliken_charge": [1.376, -0.434, 0.151, -0.575, 0.499, -0.354, -0.379, -0.438, 0.450, -0.407, 0.265, -0.705, -0.712, 0.360, 0.451, 0.410, 0.462, -0.949, 1.005, -0.546, -0.625, -0.647, 1.129, -1.320, -0.498, -0.938, 0.337, 0.099, -0.057, 0.245, 0.332, 0.242, 0.375, 0.215, 0.181]
}